(1)
121
Properties=species:S:1:pos:R:3 method="wB97M-V/def2-TZVPD" charge=+3 multiplicity=1 total_energy_ha=-4152.970680
Ta -0.51 -0.15 0.13
C 0.24 3.92 -0.28
C 0.12 3.59 1.21
C 1.49 3.36 1.84
P -0.93 2.09 1.50
C -1.46 2.18 3.30
C -2.74 1.36 3.50
C -1.67 3.61 3.78
C -2.42 2.45 0.53
C -2.98 3.71 0.34
C -4.09 3.87 -0.49
C -4.76 5.21 -0.63
C -4.56 2.76 -1.19
C -4.02 1.50 -1.00
C -2.99 1.33 -0.08
N -2.46 0.06 0.34
C -3.34 -0.84 0.99
C -4.72 -0.64 1.10
C -5.53 -1.53 1.78
C -5.01 -2.66 2.41
C -5.87 -3.61 3.17
C -3.63 -2.85 2.33
C -2.80 -1.96 1.65
P -1.02 -2.29 1.51
C -0.28 -2.54 3.20
C -0.70 -1.38 4.11
C -0.55 -3.89 3.86
C -1.00 -3.97 0.71
C 0.43 -4.37 0.39
C -1.93 -4.09 -0.50
H 0.96 4.73 -0.41
H -0.70 4.26 -0.70
H 0.58 3.06 -0.84
H -0.39 4.41 1.72
H 2.01 2.59 1.27
H 1.42 3.06 2.89
H 2.08 4.28 1.80
H -0.65 1.73 3.87
H -3.58 1.85 3.01
H -2.96 1.30 4.57
H -2.66 0.35 3.12
H -2.42 4.13 3.18
H -0.76 4.20 3.81
H -2.06 3.57 4.80
H -2.57 4.58 0.83
H -4.27 5.97 -0.03
H -5.80 5.14 -0.32
H -4.75 5.54 -1.67
H -5.38 2.88 -1.89
H -4.41 0.65 -1.54
H -5.18 0.22 0.63
H -6.59 -1.34 1.82
H -6.92 -3.49 2.91
H -5.77 -3.44 4.25
H -5.59 -4.65 2.98
H -3.21 -3.73 2.80
H 0.80 -2.46 3.03
H -1.76 -1.44 4.35
H -0.49 -0.42 3.64
H -0.14 -1.43 5.05
H -1.61 -4.04 4.08
H -0.03 -3.91 4.82
H -0.18 -4.73 3.27
H -1.40 -4.63 1.49
H 0.86 -3.67 -0.33
H 0.45 -5.37 -0.06
H 1.06 -4.40 1.28
H -1.63 -3.44 -1.31
H -2.96 -3.86 -0.24
H -1.90 -5.12 -0.86
O -0.42 -0.21 -3.25
Cl -1.06 -0.51 -2.01
O -2.35 -1.07 -2.17
O 0.79 0.76 -0.72
O -0.17 -1.55 -1.31
C 5.71 0.92 -1.91
Si 4.27 1.57 -0.89
C 4.71 1.57 0.95
C 3.74 3.28 -1.49
Sb 2.34 0.02 -1.89
Si 3.13 -2.59 -2.32
C 3.89 -3.45 -0.82
C 4.49 -2.06 -3.50
C 1.75 -3.53 -3.19
Si 2.14 1.01 -4.55
C 3.90 1.51 -4.99
C 1.58 -0.45 -5.59
C 0.96 2.46 -4.45
H 6.46 1.71 -2.02
H 5.40 0.62 -2.91
H 6.22 0.08 -1.44
H 5.27 2.49 1.14
H 5.36 0.74 1.21
H 3.86 1.58 1.63
H 4.61 3.94 -1.56
H 3.04 3.75 -0.80
H 3.28 3.22 -2.47
H 4.49 -2.77 -0.21
H 4.56 -4.21 -1.21
H 3.16 -3.96 -0.19
H 5.35 -1.64 -2.98
H 4.15 -1.33 -4.24
H 4.84 -2.94 -4.05
H 0.78 -3.41 -2.73
H 1.99 -4.60 -3.20
H 1.68 -3.20 -4.23
H 4.60 0.66 -5.00
H 4.32 2.28 -4.35
H 3.88 1.90 -6.01
H 2.35 -1.22 -5.67
H 1.37 -0.09 -6.60
H 0.67 -0.90 -5.20
H 1.11 3.08 -3.57
H -0.07 2.10 -4.45
H 1.09 3.10 -5.33
C 2.68 -1.28 1.55
O 1.59 -0.35 1.70
H 3.10 -1.52 2.53
H 3.45 -0.88 0.90
H 2.26 -2.19 1.11
H 1.91 0.41 2.20

---

(2)
19
Properties=species:S:1:pos:R:3 method="wB97M-V/def2-TZVPD" charge=0 multiplicity=1 smiles=C[C@H]1OCC1(C)C total_energy_ha=-311.009065
C 1.71 -0.12 -1.20
C 1.11 0.39 0.10
O 0.83 1.79 0.05
C -0.58 1.56 0.07
C -0.40 0.03 0.35
C -0.69 -0.61 1.73
C -1.10 -0.83 -0.70
H 2.70 0.32 -1.38
H 1.81 -1.21 -1.15
H 1.06 0.14 -2.04
H 1.80 0.20 0.93
H -0.99 1.73 -0.94
H -1.08 2.24 0.77
H 0.24 -0.92 2.24
H -1.26 -1.54 1.57
H -1.31 0.00 2.40
H -0.69 -1.85 -0.67
H -1.02 -0.41 -1.71
H -2.16 -0.91 -0.42

---

(3)
94
Properties=species:S:1:pos:R:3 method="wB97M-V/def2-TZVPD" charge=0 multiplicity=1 total_energy_ha=-6266.121818
C 4.59 -4.16 1.42
C 4.48 -2.63 1.56
C 4.57 -1.84 0.23
C 3.65 -0.65 0.15
C 3.96 0.43 0.99
O 4.99 0.33 1.89
C 3.26 1.63 0.99
C 3.66 2.71 1.91
I 2.75 2.68 3.78
C 4.54 3.64 1.53
C 5.18 3.62 0.17
I 5.14 5.22 2.75
C 2.19 1.73 0.09
C 1.84 0.67 -0.74
C 2.55 -0.54 -0.70
P 2.09 -1.93 -1.85
O 0.47 -1.78 -1.87
Br 2.07 -3.71 -0.48
C 0.73 1.00 -1.69
O 0.77 0.75 -2.86
C -0.41 1.78 -1.08
C -1.76 1.54 -1.36
C -2.14 0.40 -2.26
C -2.21 -0.95 -1.59
O -2.49 -1.98 -2.09
F -1.89 -0.90 -0.26
C -2.74 2.34 -0.77
C -4.19 2.09 -1.11
C -4.82 0.93 -0.33
C -6.27 0.67 -0.77
C -6.63 -0.82 -0.82
C -8.08 -1.12 -0.42
C -8.42 -0.79 1.02
O -7.98 -1.83 1.92
C -6.71 -1.71 2.41
C -6.43 -0.52 3.29
O -5.89 -2.56 2.21
C -2.36 3.37 0.11
C -3.45 4.22 0.72
F -4.40 3.48 1.33
F -4.06 4.96 -0.22
F -3.00 5.08 1.63
C -1.01 3.62 0.37
C -0.53 4.74 1.28
O -0.12 5.77 0.86
N -0.52 4.39 2.68
C -0.49 5.43 3.61
O 0.13 5.43 4.63
F -1.32 6.43 3.29
C -0.05 2.82 -0.23
C 1.41 3.00 0.01
O 1.94 4.08 0.08
H 4.53 -4.48 0.38
H 3.79 -4.66 1.97
H 5.53 -4.51 1.83
H 5.32 -2.32 2.19
H 3.60 -2.34 2.12
H 4.52 -2.48 -0.64
H 5.58 -1.42 0.19
H 5.80 0.11 1.42
H 4.43 3.51 -0.61
H 5.89 2.79 0.10
H 5.72 4.54 -0.01
H 0.06 -2.20 -1.10
H -3.13 0.53 -2.69
H -1.45 0.27 -3.09
H -4.78 2.97 -0.89
H -4.31 1.93 -2.18
H -4.77 1.17 0.73
H -4.25 0.01 -0.47
H -6.94 1.21 -0.10
H -6.40 1.09 -1.77
H -5.95 -1.42 -0.22
H -6.51 -1.16 -1.85
H -8.29 -2.18 -0.58
H -8.75 -0.55 -1.06
H -8.00 0.16 1.33
H -9.50 -0.72 1.14
H -7.11 0.31 3.14
H -5.42 -0.18 3.08
H -6.48 -0.83 4.34
H 0.33 3.85 2.89
C 6.69 -4.35 -4.13
C 6.23 -4.33 -2.69
O 5.67 -3.34 -2.21
N 6.44 -5.43 -1.94
C 7.07 -6.68 -2.33
H 6.44 -3.40 -4.58
H 7.77 -4.51 -4.19
H 6.19 -5.15 -4.68
H 6.11 -5.35 -0.99
H 6.38 -7.51 -2.21
H 7.96 -6.87 -1.72
H 7.38 -6.63 -3.37

---

(4)
44
Properties=species:S:1:pos:R:3 method="wB97M-V/def2-TZVPD" charge=-1 multiplicity=1 total_energy_ha=-1051.501512
C 2.61 2.02 1.35
O 2.05 2.54 0.24
C 1.51 1.38 2.23
C 1.52 -0.33 2.09
C 2.34 -0.77 3.22
O 0.19 -0.67 2.24
N 0.17 1.86 1.65
H 3.36 2.69 1.71
H 3.44 1.36 0.97
H 1.45 1.51 3.36
H 1.91 -0.61 1.03
H 2.26 -0.19 4.18
H 2.14 -1.73 3.50
H 3.42 -0.72 2.84
H -0.33 -0.51 3.10
H 0.20 2.03 0.62
H 0.04 2.88 1.94
H -1.11 -1.17 0.71
H -2.45 -0.41 0.52
O -2.05 -1.21 0.40
H 0.76 -1.14 -3.33
H 0.53 -0.15 -2.14
O 0.08 -0.78 -2.74
H -2.32 -3.05 2.50
H -3.10 -3.05 1.06
O -2.92 -3.45 1.96
H -3.34 0.65 -3.12
H -1.94 0.07 -3.42
O -2.74 0.36 -3.81
H 1.68 0.23 -0.83
H 1.61 1.81 -0.54
O 1.43 0.92 -1.41
H -0.35 -3.52 -2.72
H 0.97 -3.43 -2.27
O 0.44 -4.12 -2.62
H -0.18 2.42 -1.91
H 0.77 3.43 -1.29
O -0.06 3.34 -1.53
H -2.55 1.95 -2.15
H -3.08 3.07 -1.00
O -3.31 2.67 -1.84
H -1.46 -2.62 -2.36
H -1.81 -2.50 -0.80
O -1.76 -3.03 -1.56

---

(5)
57
Properties=species:S:1:pos:R:3 method="wB97M-V/def2-TZVPD" charge=0 multiplicity=1 smiles="CCCS(=O)(=O)N1CCC(C(=O)NCCN(CC)c2ccccc2)CC1" total_energy_ha=-1530.782397
C -0.35 -5.85 3.41
H 0.33 -5.04 3.16
C -1.75 -5.52 2.90
C -2.25 -4.20 3.46
H -3.27 -3.99 3.17
H -2.14 -4.14 4.54
S -1.25 -2.83 2.80
O -0.14 -2.58 3.67
O -0.95 -3.08 1.41
N -2.34 -1.55 2.98
C -1.73 -0.30 3.40
C -0.95 0.34 2.25
H -0.51 1.28 2.57
H -0.14 -0.35 1.98
C -1.88 0.57 1.05
C -1.09 1.15 -0.13
O -1.29 2.26 -0.57
N -0.17 0.31 -0.65
H 0.02 -0.57 -0.19
C 0.72 0.72 -1.71
H 0.14 1.35 -2.40
H 1.07 -0.16 -2.24
C 1.90 1.55 -1.16
N 2.77 2.06 -2.19
C 2.31 3.03 -3.07
C 3.02 3.36 -4.24
C 2.58 4.36 -5.08
C 1.42 5.06 -4.81
C 0.71 4.75 -3.67
C 1.14 3.75 -2.81
H 0.54 3.55 -1.94
H -0.20 5.28 -3.44
H 1.08 5.84 -5.48
H 3.16 4.58 -5.97
H 3.92 2.83 -4.50
C 3.99 1.34 -2.44
H 4.74 2.04 -2.83
C 3.84 0.16 -3.41
H 3.37 0.49 -4.33
H 4.82 -0.25 -3.64
H 3.24 -0.62 -2.97
H 4.37 0.97 -1.48
H 1.50 2.37 -0.57
H 2.50 0.91 -0.50
C -2.60 -0.72 0.66
C -3.26 -1.37 1.87
H -4.09 -0.76 2.24
H -3.64 -2.36 1.60
H -1.89 -1.44 0.24
H -3.36 -0.51 -0.10
H -2.62 1.33 1.33
H -2.52 0.36 3.75
H -1.06 -0.54 4.23
H -2.44 -6.32 3.17
H -1.72 -5.44 1.81
H -0.36 -5.97 4.50
H 0.01 -6.77 2.97